1.
Here is an isolated ion of composition C20H30NO2 and charge +1 at a distorted geometry from OMol25. Energies are from ωB97M-V with the def2-TZVPD basis set.

Structure (XYZ):
```
53
Properties=species:S:1:pos:R:3:mulliken_charge:R:1
C -2.68089 -1.02392 -1.24749 -0.847
N -2.89401 -0.23504 -0.01217 0.416
C -1.60255 -0.05089 0.70382 -0.832
C -0.85068 -1.34436 1.07465 -0.746
O 0.54263 -1.10256 1.07231 -0.232
C 1.11477 -0.97072 -0.14744 -0.798
O 0.45051 -1.05316 -1.15361 -0.627
C 2.57065 -0.58420 -0.08750 3.174
C 2.43662 0.93116 0.00136 -0.568
C 2.13164 1.52210 1.22407 -0.095
C 1.99043 2.89452 1.32675 -0.953
C 2.13681 3.69499 0.20598 -0.431
C 2.41579 3.11172 -1.01776 -0.907
C 2.55604 1.73784 -1.12339 -0.305
C 3.29555 -1.10825 -1.33452 -1.299
C 3.70919 -2.51595 -0.92247 -0.763
C 4.21406 -2.32346 0.50647 -0.771
C 3.33154 -1.21322 1.10077 -1.076
C -3.86887 -0.90309 0.89437 -0.739
C -5.26997 -0.97470 0.29978 -0.619
C -5.78516 0.43111 0.01339 -0.684
C -4.81577 1.13959 -0.92606 -0.697
C -3.39964 1.12876 -0.35845 -0.619
H -3.41928 -0.76299 -1.99851 0.408
H -2.76866 -2.08810 -1.04273 0.447
H -1.68462 -0.83120 -1.64761 0.134
H -1.78199 0.53258 1.60928 0.396
H -0.94534 0.53500 0.05539 0.683
H -1.06289 -2.14490 0.35889 0.475
H -1.08291 -1.67700 2.08736 0.379
H 2.00906 0.90464 2.10114 0.438
H 1.76930 3.33938 2.28545 0.421
H 2.03301 4.76607 0.28657 0.433
H 2.52776 3.72715 -1.89739 0.433
H 2.76607 1.30086 -2.08609 0.474
H 2.65196 -1.10067 -2.21245 0.474
H 4.18052 -0.50147 -1.52490 0.447
H 4.46829 -2.93557 -1.57892 0.489
H 2.83949 -3.17604 -0.93557 0.263
H 4.16031 -3.24165 1.08827 0.320
H 5.25453 -2.00048 0.48439 0.348
H 3.94352 -0.45574 1.58841 0.359
H 2.63707 -1.61090 1.83819 0.438
H -3.49639 -1.90208 1.12461 0.441
H -3.90777 -0.32752 1.82236 0.403
H -5.27490 -1.57153 -0.61236 0.298
H -5.91767 -1.47371 1.02042 0.388
H -6.77390 0.38414 -0.43932 0.364
H -5.87375 0.98899 0.94715 0.308
H -4.85320 0.67750 -1.91297 0.309
H -5.10883 2.18186 -1.05395 0.398
H -2.70305 1.57315 -1.07200 0.430
H -3.38588 1.72591 0.55606 0.424
```

Molar mass   316.46 g mol⁻¹
Charge   +1
Lowest unoccupied orbital energy   -2.27 eV
E_tot   -26806.726 eV
SMILES   C[N+]1(CCOC(=O)C2(c3ccccc3)CCCC2)CCCCC1
HOMO level   -11.62 eV
Frontier orbital gap   0.3436 Eh
Strongest force on any atom   1.088 eV/Å
Relative energy (zero: lowest compared OMol25 entry of this formula, charge and spin)   19.8 kJ/mol

2.
Here is CH4I2N as an isolated structure at a distorted geometry from OMol25. Energies are from ωB97M-V with the def2-TZVPD basis set.

Structure (XYZ):
```
8
Properties=species:S:1:pos:R:3:mulliken_charge:R:1
C 2.55720 1.42385 -0.40094 -0.536
N -1.13273 0.43835 0.52356 -0.726
I 0.79120 1.35165 -1.26190 0.614
I 3.09431 2.76384 1.05666 0.383
H 3.29727 0.76596 -0.73348 0.430
H -1.93538 -0.16228 0.48465 0.238
H -1.37292 1.31563 0.88942 0.303
H -0.46172 0.11414 1.17199 0.294
```

Molar mass   283.86 g mol⁻¹
Charge   +1
Lowest unoccupied orbital energy (spin up / spin down)   -6.73 / -6.74 eV
E_tot   -18783.707 eV
HOMO level (spin up / spin down)   -13.77 / -13.77 eV
Frontier orbital gap (spin up / spin down)   0.2587 / 0.2585 Eh
Strongest force on any atom   2.385 eV/Å
Relative energy (zero: lowest compared OMol25 entry of this formula, charge and spin)   151.6 kJ/mol

3.
Here is C7H13ClN2O as an isolated structure at a distorted geometry from OMol25. Energies are from ωB97M-V with the def2-TZVPD basis set.

Structure (XYZ):
```
24
Properties=species:S:1:pos:R:3:mulliken_charge:R:1
C 1.05721 -0.16942 1.83426 -0.753
C -0.04729 -1.05525 2.00556 -0.429
C 1.06605 0.60689 0.74851 0.655
C -0.48523 -1.06613 -0.40411 -1.068
C -0.85482 -1.57234 0.96876 -0.416
C -1.38489 1.04845 0.34610 -0.813
C 0.21480 0.29194 -2.74060 -0.614
N 1.77070 1.58983 0.32861 -0.282
N -0.35342 0.34668 -0.29625 0.508
O -0.02042 0.96920 -1.52532 -0.416
Cl 0.05749 -3.26780 1.25205 -0.027
H 1.74719 -0.02685 2.60338 0.527
H -0.18673 -1.27365 3.01306 0.633
H 0.39377 -1.60515 -0.72525 0.733
H -1.26688 -1.39496 -1.03547 0.565
H -1.95237 -1.59069 1.34583 0.531
H -1.07342 1.98716 0.86390 0.322
H -1.98025 1.52618 -0.42887 0.396
H -1.99206 0.31910 0.76521 0.382
H -0.07591 0.96359 -3.61134 0.298
H -0.24401 -0.71714 -2.77142 0.304
H 1.30120 -0.00361 -2.85608 0.321
H 2.68582 1.82428 0.79429 0.339
H 1.62347 2.26968 -0.47480 0.302
```

Molar mass   176.65 g mol⁻¹
Charge   +2
Lowest unoccupied orbital energy   -9.63 eV
E_tot   -24996.859 eV
HOMO level   -18.35 eV
Frontier orbital gap   0.3206 Eh
Strongest force on any atom   6.142 eV/Å
Relative energy (zero: lowest compared OMol25 entry of this formula, charge and spin)   208.3 kJ/mol

4.
Here is C31H28N3O6S2Se3Te2Zr as an isolated structure at a distorted geometry from OMol25. Energies are from ωB97M-V with the def2-TZVPD basis set.

Structure (XYZ):
```
76
Properties=species:S:1:pos:R:3:mulliken_charge:R:1
Zr -1.05740 -1.21009 0.22019 0.707
C -2.19403 0.66377 -2.46820 -0.192
O -1.41791 0.76191 -1.25810 0.782
C -1.63343 1.90418 -0.50510 1.251
C -2.18900 3.05701 -1.02867 -0.789
C -2.34321 4.18396 -0.22875 -0.966
C -1.94312 4.15075 1.09513 -0.890
C -1.41268 2.98594 1.62957 -0.551
C -1.26365 1.84870 0.84476 -0.505
N -0.81657 0.61025 1.33935 0.676
N -0.59801 0.59227 2.65082 -0.492
C -0.29562 -0.49863 3.28605 1.166
C -0.22850 -1.87028 2.69868 0.285
O -1.28259 -2.23319 1.95059 -0.769
C 0.30101 -2.94256 3.54039 -1.171
C 0.70053 -2.71648 4.79414 -1.256
C 0.53126 -1.42684 5.44428 1.281
C 0.83369 -1.27329 6.79888 -0.874
C 0.60056 -0.07631 7.44650 -0.594
C 0.05258 0.98852 6.73594 -0.764
C -0.24628 0.85214 5.39406 -0.469
C -0.00096 -0.34864 4.72486 0.782
H -3.25598 0.66754 -2.22700 0.746
H -1.93586 1.47557 -3.14249 0.056
H -1.92001 -0.27425 -2.93370 -1.243
H -2.52001 3.08786 -2.05529 0.610
H -2.79057 5.07546 -0.64865 0.415
H -2.05984 5.02303 1.72540 0.389
H -1.12775 2.93028 2.66936 0.414
H 0.32641 -3.92304 3.08473 0.446
H 1.11294 -3.52592 5.38632 0.352
H 1.24542 -2.11688 7.34121 0.386
H 0.82572 0.02681 8.50044 0.395
H -0.14949 1.92719 7.23694 0.408
H -0.67358 1.67500 4.83911 0.374
Se -3.08784 -2.21188 -1.11984 -0.252
Se -3.44688 -0.80579 -5.04291 -0.485
Te -4.35508 -2.41722 -3.47588 -0.014
Se -3.66593 -0.60114 0.49775 -0.462
C -0.39489 3.99782 -3.93257 -1.641
C 0.10575 2.62417 -4.28669 0.732
C -0.41210 1.93176 -5.37501 -0.406
C 0.06744 0.67467 -5.71846 -0.412
C 1.09354 0.11701 -4.97525 -0.140
C 1.62568 0.79103 -3.88205 -0.614
C 1.12253 2.03080 -3.53799 -0.351
S 1.76199 -1.45745 -5.43538 1.362
O 3.19177 -1.33963 -5.41345 -0.741
O 1.06643 -1.90511 -6.60473 -0.703
N 1.37286 -2.48151 -4.21761 -0.335
C -0.04131 -2.84991 -4.05746 0.280
C -0.18373 -3.64903 -2.77382 -0.917
C -0.04289 -2.79999 -1.53972 0.593
O -0.18012 -3.29366 -0.38917 -0.659
O 0.19512 -1.54960 -1.63342 -0.293
H -1.41437 4.15142 -4.28755 0.349
H 0.23536 4.76397 -4.39069 0.410
H -0.38004 4.15641 -2.85396 0.337
H -1.20697 2.37582 -5.96278 0.351
H -0.34491 0.12571 -6.55384 0.603
H 2.43382 0.35170 -3.31038 0.376
H 1.52920 2.55427 -2.68051 0.358
H 1.77605 -2.14421 -3.34881 0.296
H -0.35504 -3.43629 -4.91729 0.473
H -0.67917 -1.95995 -4.01227 -0.296
H 0.58254 -4.42644 -2.70730 0.349
H -1.15502 -4.14500 -2.72962 0.362
Te 1.88510 -1.56072 1.21630 0.260
C 2.87912 -0.91156 2.92540 0.157
C 3.62618 -1.70326 3.75723 -0.348
C 4.18565 -0.98994 4.84823 -0.669
C 3.85549 0.33388 4.82588 -0.426
S 2.88256 0.71151 3.47894 -0.157
H 3.75575 -2.76313 3.58918 0.448
H 4.80510 -1.43848 5.61202 0.388
H 4.13717 1.09717 5.53373 0.438
```

Molar mass   1186.02 g mol⁻¹
Charge   -1
Lowest unoccupied orbital energy   1.26 eV
E_tot   -282939.168 eV
HOMO level   -4.38 eV
Frontier orbital gap   0.2072 Eh
Strongest force on any atom   1.480 eV/Å
Relative energy (zero: lowest compared OMol25 entry of this formula, charge and spin)   151.8 kJ/mol